Entry A
Molecular formula: C3H5IO
Method: DFT, ωB97M-V/def2-TZVPD

The geometry in ORCA input format:
```
! wB97M-V def2-TZVPD RIJCOSX def2/J DEFGRID3
* xyz 0 1
C 1.63724 0.87954 -0.32240
C 1.21185 -0.15687 0.43260
C -2.46863 -0.04690 -0.88617
O -3.35951 -0.95625 -0.95135
I -0.65037 -0.30028 1.42671
H 0.93749 1.58589 -0.57775
H 2.59399 1.11576 -0.61932
H 1.80912 -0.97579 0.72209
H -3.00588 0.95426 -0.79783
H -3.05452 -1.75767 -1.35225
*
```

Properties
LUMO level: 0.0208 hartree
Gap between HOMO and LUMO: 8.2 eV
E_HOMO: -7.67 eV

So, what does the Mulliken scheme give us? The charges, in e, come out as:
1 C -0.568
2 C -0.351
3 C -0.255
4 O -0.341
5 I 0.065
6 H 0.235
7 H 0.287
8 H 0.388
9 H 0.165
10 H 0.375

***

Entry B
Molecular formula: C3H5IO
Method: DFT, ωB97M-V/def2-TZVPD

The geometry in ORCA input format:
```
! wB97M-V def2-TZVPD RIJCOSX def2/J DEFGRID3
* xyz 0 1
C 0.10768 1.51319 -0.49094
C -0.33747 0.24116 -0.20526
C 0.75267 -0.89328 0.18466
O -1.60304 -0.08216 -0.02074
I -2.35950 -1.26387 1.28674
H -0.54182 2.43046 -0.81238
H 1.11303 1.71544 -0.68022
H 1.75791 -0.82913 -0.20990
H 0.82591 -1.05016 1.18122
H 0.28463 -1.78165 -0.23319
*
```

Properties
SMILES string: C=C(C)OI
LUMO level: -0.0297 hartree
Gap between HOMO and LUMO: 7.9 eV
E_HOMO: -8.66 eV

So, what does the Mulliken scheme give us? The charges, in e, come out as:
1 C -0.865
2 C 0.885
3 C -1.322
4 O -0.621
5 I 0.274
6 H 0.230
7 H 0.288
8 H 0.343
9 H 0.417
10 H 0.371

***

Entry C
Molecular formula: C3H5IO
Method: DFT, ωB97M-V/def2-TZVPD

The geometry in ORCA input format:
```
! wB97M-V def2-TZVPD RIJCOSX def2/J DEFGRID3
* xyz 0 1
C -0.77931 0.51506 0.52143
C -1.84039 0.31102 -0.52400
C 0.62361 -0.05238 0.33484
O -1.30846 1.48835 -0.24508
I -3.83770 -0.10636 -0.04723
H -1.23144 0.54909 1.48140
H -1.57033 -0.22107 -1.91994
H 1.11834 -0.21525 1.24310
H 1.21006 0.82751 -0.05704
H 0.52700 -0.96093 -0.20676
*
```

Properties
LUMO level: 0.0121 hartree
Gap between HOMO and LUMO: 9.7 eV
E_HOMO: -9.37 eV

So, what does the Mulliken scheme give us? The charges, in e, come out as:
1 C 0.037
2 C -0.215
3 C -1.160
4 O -0.375
5 I 0.033
6 H 0.474
7 H 0.268
8 H 0.330
9 H 0.278
10 H 0.330

***

Unit: hartree. Relative energies: entry A 0.0793; entry B 0.0000; entry C 0.0312.

***

Entry A
Molecular formula: H4SSi
Method: DFT, ωB97M-V/def2-TZVPD

The geometry in ORCA input format:
```
! wB97M-V def2-TZVPD RIJCOSX def2/J DEFGRID3
* xyz 0 1
Si -0.34051 0.49546 0.06481
S 1.69364 -0.03588 0.08797
H -1.20735 -0.73224 0.61454
H -0.77380 1.56795 0.99562
H -0.36527 0.91255 -1.31816
H 0.99329 -2.20785 -0.44477
*
```

Properties
LUMO level (spin up / spin down): -0.0527 / -0.0875 hartree
Gap between HOMO and LUMO (spin up / spin down): 8.3 / 7.1 eV
E_HOMO (spin up / spin down): -9.71 / -9.45 eV

So, what does the Mulliken scheme give us? The charges, in e, come out as:
1 Si 0.429
2 S -0.255
3 H -0.069
4 H -0.103
5 H -0.074
6 H 0.071

***

Entry B
Molecular formula: H4SSi
Method: DFT, ωB97M-V/def2-TZVPD

The geometry in ORCA input format:
```
! wB97M-V def2-TZVPD RIJCOSX def2/J DEFGRID3
* xyz 0 1
Si 0.74547 0.07034 -0.19774
S -1.97223 -0.14797 -0.25731
H 1.24072 -1.37739 -0.39960
H 0.98797 1.15334 -1.14444
H 1.25584 0.52826 0.98336
H -2.25778 -0.22658 1.01573
*
```

Properties
LUMO level: -0.0128 hartree
Gap between HOMO and LUMO: 8.7 eV
E_HOMO: -9.05 eV

So, what does the Mulliken scheme give us? The charges, in e, come out as:
1 Si 0.462
2 S -0.399
3 H -0.028
4 H -0.052
5 H -0.092
6 H 0.110

***

Unit: hartree. Relative energies: entry A 0.0813; entry B 0.0000.

***

Entry A
Molecular formula: CH8P4
Method: DFT, ωB97M-V/def2-TZVPD

The geometry in ORCA input format:
```
! wB97M-V def2-TZVPD RIJCOSX def2/J DEFGRID3
* xyz 0 1
C 1.01480 0.36356 0.48363
P 1.60517 1.39569 -0.97725
P -0.29873 -2.33211 0.00941
P -1.63682 0.66281 -1.17105
P -0.67106 -0.26677 0.61261
H 1.65393 -0.55980 0.82231
H 0.97011 1.18454 1.58931
H 2.97317 1.48217 -0.46582
H 1.38712 2.69472 -0.32218
H -1.65596 -2.44548 -0.10881
H -0.40776 -2.94584 1.18801
H -2.37114 -0.44937 -1.44649
H -2.56282 1.21587 -0.21367
*
```

Properties
LUMO level: 0.0227 hartree
Gap between HOMO and LUMO: 8.7 eV
E_HOMO: -8.06 eV

So, what does the Mulliken scheme give us? The charges, in e, come out as:
1 C -0.663
2 P -0.077
3 P -0.142
4 P -0.152
5 P 0.085
6 H 0.335
7 H 0.260
8 H 0.066
9 H 0.062
10 H 0.035
11 H 0.053
12 H 0.043
13 H 0.095

***

Entry B
Molecular formula: CH8P4
Method: DFT, ωB97M-V/def2-TZVPD

The geometry in ORCA input format:
```
! wB97M-V def2-TZVPD RIJCOSX def2/J DEFGRID3
* xyz 0 1
C 2.53285 -1.20465 -0.53054
P -3.23820 0.03036 -0.21990
P 0.81196 1.62355 0.62534
P -1.25480 -0.55906 0.67860
P 0.07667 0.26888 -0.85256
H 2.62725 -1.17923 0.60130
H 3.15985 -0.60245 -1.30656
H 2.33290 -2.25969 -0.88979
H -3.07194 1.32023 0.24568
H -3.78264 -0.57756 0.91891
H -0.32636 2.33805 0.64168
H 1.34896 2.68334 -0.09058
H -1.21651 -1.88177 0.17844
*
```

Properties
LUMO level (spin up / spin down): -0.0108 / -0.0351 hartree
Gap between HOMO and LUMO (spin up / spin down): 7.7 / 7.3 eV
E_HOMO (spin up / spin down): -7.97 / -8.24 eV

So, what does the Mulliken scheme give us? The charges, in e, come out as:
1 C -0.922
2 P -0.109
3 P -0.083
4 P -0.112
5 P 0.012
6 H 0.337
7 H 0.301
8 H 0.281
9 H 0.059
10 H 0.077
11 H 0.017
12 H 0.053
13 H 0.088

***

Unit: hartree. Relative energies: entry A 0.0000; entry B 0.0403.

***

Entry A
Molecular formula: C3H3P3
Method: DFT, ωB97M-V/def2-TZVPD

The geometry in ORCA input format:
```
! wB97M-V def2-TZVPD RIJCOSX def2/J DEFGRID3
* xyz 0 1
C -0.10988 0.93544 0.55665
C -0.39410 -0.32993 0.40725
C -0.32848 -1.55802 -0.25234
P -1.11422 -1.86699 1.17757
P 0.62185 -2.99657 2.68564
P 1.33993 -1.90591 4.12164
H 0.41603 1.64814 -0.21108
H -0.42422 1.47591 1.35040
H 0.11211 -2.21051 -1.07242
*
```

Properties
SMILES string: C=C1C=P1=P#P
LUMO level (spin up / spin down): -0.0588 / -0.0588 hartree
Gap between HOMO and LUMO (spin up / spin down): 6.3 / 6.3 eV
E_HOMO (spin up / spin down): -7.91 / -7.91 eV

So, what does the Mulliken scheme give us? The charges, in e, come out as:
1 C -0.600
2 C 0.177
3 C -0.233
4 P -0.103
5 P -0.029
6 P 0.018
7 H 0.186
8 H 0.283
9 H 0.301

***

Entry B
Molecular formula: C3H3P3
Method: DFT, ωB97M-V/def2-TZVPD

The geometry in ORCA input format:
```
! wB97M-V def2-TZVPD RIJCOSX def2/J DEFGRID3
* xyz 0 1
C -0.06397 -0.15869 -0.40529
C 1.29582 -0.21013 -0.06781
C 0.63710 -1.34344 -0.65172
P -1.44133 0.99487 -0.39835
P 2.69424 0.46563 0.62799
P -2.60141 -0.33798 0.80751
H -1.97366 0.52549 -1.60902
H 3.54962 -0.16400 -0.29361
H -2.09641 0.22825 1.99029
*
```

Properties
LUMO level (spin up / spin down): -0.0681 / -0.0772 hartree
Gap between HOMO and LUMO (spin up / spin down): 6.6 / 6.7 eV
E_HOMO (spin up / spin down): -8.49 / -8.82 eV

So, what does the Mulliken scheme give us? The charges, in e, come out as:
1 C 0.442
2 C 0.324
3 C -0.693
4 P -0.110
5 P -0.115
6 P -0.019
7 H 0.064
8 H 0.045
9 H 0.062

***

Unit: hartree. Relative energies: entry A 0.0000; entry B 0.0769.